[1]
Computed, not measured: a single C2H2Cl2 molecule, with ωB97M-V/def2-TZVPD.

Geometry (Å):
C  -0.51  0.57  0.12
Cl  -2.06  -0.11  -0.07
H  -0.59  1.63  0.28
H  0.23  -1.31  0.56
Cl  2.11  -0.01  -0.07
C  0.44  -0.28  0.16

Properties
SMILES   Cl/C=C/Cl
Orbital gap   0.380 Eh
Multiplicity   1
Energy above the lowest of the compared OMol25 structures with the same formula, charge and spin   14.1 kcal per mole
DFT total energy   -27149.9783 eV
LUMO level   0.84 eV
Largest force on an atom   4.6 eV/A

Formally, the natural (NBO) partial charges of the atoms, in units of the elementary charge, are as follows:
1. C -0.2485
2. Cl 0.0013
3. H 0.2381
4. H 0.2314
5. Cl 0.0179
6. C -0.2402

[2]
Computed, not measured: 16 unconnected molecules or ions with the total composition C24H78N14O16, with ωB97M-V/def2-TZVPD.

Geometry (Å):
H  2.73  -4.10  6.61
H  -0.85  0.82  0.55
N  -3.29  1.73  3.89
H  1.81  2.23  4.80
H  -1.86  0.60  -2.11
H  -1.40  -4.88  4.39
H  -4.56  -0.36  1.01
H  2.29  3.59  -0.36
H  3.00  -3.71  -1.41
H  -1.54  -1.36  -4.42
H  4.38  -0.28  1.04
C  0.88  -3.02  2.53
H  -4.00  1.15  -3.15
H  3.26  1.89  2.94
H  0.06  -0.25  -6.57
C  -0.91  -3.96  4.05
H  1.69  -5.57  6.39
O  5.30  0.40  -2.73
H  -0.52  -3.36  4.87
N  4.10  0.83  -0.96
H  -0.42  5.79  0.09
H  0.41  -5.27  1.23
N  3.56  -0.91  -2.10
H  0.76  -6.85  3.14
H  -4.61  0.20  -4.46
H  -4.63  1.90  -4.61
H  3.22  0.52  -0.58
H  -2.53  3.14  -4.69
O  -2.02  0.88  -1.21
O  1.89  3.20  0.41
C  -2.69  1.03  -5.05
N  -4.94  2.55  0.17
H  -1.42  1.62  -1.08
H  4.54  1.70  -0.71
H  -0.13  3.70  2.91
H  1.32  3.88  2.09
H  3.24  2.45  1.53
C  -0.06  0.79  -4.52
N  -0.13  -1.16  -0.57
C  -0.74  4.35  -1.27
H  4.25  -5.35  5.22
C  -2.91  0.20  -6.34
H  -3.52  2.68  4.15
O  -1.12  2.31  4.00
C  -2.33  2.45  -5.52
C  2.79  -3.31  4.00
H  1.56  -0.03  -5.92
C  4.39  0.12  -2.00
N  -0.56  5.56  -0.88
O  -1.82  -0.73  -3.75
C  0.75  0.81  -3.20
C  -1.98  1.51  3.78
C  0.41  5.67  2.52
H  -3.85  0.89  3.83
H  -0.99  1.97  -7.05
H  4.72  0.40  2.34
H  1.42  -3.15  1.59
C  -4.01  1.08  -4.24
H  3.51  -2.88  4.70
N  -0.62  5.86  3.22
H  0.54  -1.26  -5.32
H  -1.96  0.05  -6.86
C  0.54  -0.21  -5.60
H  0.96  3.11  0.18
H  1.15  -2.02  4.50
C  0.20  -4.29  3.07
H  1.12  -3.96  -2.77
H  0.91  1.65  3.73
C  2.29  -4.73  4.56
H  -0.83  3.57  -6.63
H  -1.10  6.74  3.37
H  -0.90  5.06  3.78
H  0.18  -2.22  2.28
O  1.88  -0.45  0.15
O  -3.10  -1.98  -0.89
C  -5.20  1.46  0.84
H  -1.33  3.60  -2.98
H  0.27  1.44  -2.46
O  0.68  -6.45  4.01
O  3.63  -3.57  -0.70
H  0.13  3.02  -4.39
H  -5.48  3.38  0.38
H  1.77  1.19  -3.24
O  3.83  2.26  2.26
O  -6.02  1.32  1.66
C  1.73  -2.32  3.62
H  -1.13  -4.25  1.38
H  -0.78  -0.09  3.06
H  3.43  -2.69  -0.37
O  4.88  -0.39  1.84
H  0.80  -0.20  -2.79
H  -3.62  0.79  0.05
H  -1.12  -0.96  -0.58
O  -0.53  3.34  -0.67
C  -0.44  -4.95  1.84
N  0.12  0.63  0.77
H  3.67  -1.62  -2.81
H  3.16  -6.78  4.68
H  -2.52  -0.22  3.22
H  -0.10  -3.40  -2.07
N  0.52  4.35  2.50
C  0.11  2.24  -5.15
H  -3.04  2.74  -6.29
N  -1.07  4.47  -2.55
H  0.64  1.29  1.33
H  4.06  -5.69  3.66
H  -3.31  -0.80  -6.20
O  1.81  1.94  3.89
H  -2.59  -2.43  -1.57
C  3.47  -5.74  4.57
H  -1.04  -5.84  2.04
H  1.00  2.29  -5.78
H  -2.92  -1.05  -1.05
H  -1.26  5.34  -3.03
N  -1.54  0.51  -4.16
H  -4.42  2.52  -0.70
H  1.22  -3.74  6.19
N  1.21  -5.22  3.62
O  0.85  -3.28  -2.15
H  -1.70  -3.45  3.52
H  0.32  -1.85  -1.16
C  0.67  -0.38  0.14
H  -3.52  0.71  -7.09
H  2.80  -1.05  -1.44
N  -4.48  0.48  0.46
H  3.29  -3.61  3.08
C  -0.97  2.60  -6.16
C  1.92  -4.56  6.04
N  -1.67  0.33  3.29
O  1.08  6.42  1.84
H  -0.60  6.35  -1.50
H  2.18  -1.43  3.17

Properties
Orbital gap   0.272 Eh
Multiplicity   1
Energy above the lowest of the compared OMol25 structures with the same formula, charge and spin   111.4 kcal per mole
DFT total energy   -79775.7130 eV
LUMO level   -0.59 eV
Largest force on an atom   8.1 eV/A

These are the Löwdin partial charges, in e, on atoms 1 to 8:
1. H 0.0784
2. H 0.0830
3. N 0.1930
4. H 0.0726
5. H 0.0098
6. H 0.0859
7. H 0.1272
8. H 0.0752

[3]
Computed, not measured: a gas-phase ion, C4H9INO (charge +1), with ωB97M-V/def2-TZVPD.

Geometry (Å):
H  -0.53  -0.47  2.44
H  -0.37  -1.75  0.53
C  -0.18  -0.27  -0.80
H  1.95  0.55  -0.66
C  -1.62  0.67  0.70
I  -0.99  -1.88  -2.13
H  1.03  -1.21  0.71
C  1.31  0.42  -1.59
H  0.24  1.03  1.56
H  0.99  1.34  -2.00
H  -1.66  1.78  1.09
N  0.06  -0.85  0.50
H  -2.57  0.14  0.81
C  -0.42  0.08  1.51
O  -1.05  0.72  -0.66
H  1.58  -0.22  -2.41

Properties
SMILES   C[C@@]1(I)[NH2+]CCO1
Total charge   +1
Orbital gap   0.359 Eh
Multiplicity   1
Energy above the lowest of the compared OMol25 structures with the same formula, charge and spin   41.3 kcal per mole
DFT total energy   -15923.1521 eV
LUMO level   -3.82 eV
Largest force on an atom   6.2 eV/A

These are the natural (NBO) partial charges, in e, on atoms 1 to 8:
1. H 0.2637
2. H 0.4558
3. C 0.3397
4. H 0.2049
5. C -0.1087
6. I 0.1094
7. H 0.4630
8. C -0.5578

[4]
Computed, not measured: a molecular structure, C7H13BrN2O7S2, with ωB97M-V/def2-TZVPD.

Geometry (Å):
O  3.02  0.48  0.87
H  1.48  2.50  0.66
O  0.67  1.45  -2.66
H  2.23  3.73  -2.07
C  2.32  -1.87  0.00
O  2.46  -2.27  2.36
O  0.72  0.24  0.10
O  2.99  1.63  -3.50
H  1.33  -2.32  0.02
N  2.57  0.16  -1.60
H  -4.23  -1.08  -1.70
H  -2.61  0.78  2.32
C  2.36  2.91  -1.37
C  -4.04  -1.49  -0.71
Br  4.87  -2.69  1.12
O  -2.09  -2.15  1.40
H  -4.10  -0.13  2.61
C  -2.66  -1.12  1.37
N  -3.03  -0.61  -0.03
C  2.99  -2.23  1.30
S  2.09  1.46  -2.40
H  -2.58  -0.63  3.40
S  2.12  -0.08  -0.12
H  3.39  2.90  -1.01
H  -3.32  0.36  -0.02
C  1.39  3.14  -0.23
H  -3.62  -2.49  -0.77
H  -2.14  -0.69  -0.55
C  -3.02  -0.21  2.50
H  2.86  -2.22  -0.88
O  0.55  4.01  -0.27
H  -4.95  -1.48  -0.12

Properties
Orbital gap   0.264 Eh
Multiplicity   1
DFT total energy   -116492.1256 eV
LUMO level   -1.42 eV
Largest force on an atom   0.7 eV/A

These are the natural (NBO) partial charges, in e, on atoms 1 to 8:
1. O -0.9687
2. H 0.1420
3. O -0.9808
4. H 0.2597
5. C -0.7904
6. O -0.4934
7. O -1.0258
8. O -0.9473

[5]
Computed, not measured: 2 unconnected molecules or ions with the total composition C9H12N6, with ωB97M-V/def2-TZVPD.

Geometry (Å):
C  -4.62  0.58  -0.22
H  -3.78  -2.78  -0.02
C  1.54  0.17  -0.32
H  2.51  1.41  0.96
C  -1.38  2.05  0.46
N  4.73  1.01  1.16
N  -0.98  0.79  0.25
H  -5.82  -1.13  -0.70
H  4.68  1.98  1.24
H  3.74  -1.47  -0.63
C  -2.44  -1.32  -0.02
C  3.97  0.16  0.43
N  1.48  -0.92  -1.00
C  -2.17  0.05  -0.01
H  2.15  -1.60  -1.30
H  -5.31  1.41  -0.42
C  -3.24  0.95  0.10
H  5.70  0.70  1.20
H  -1.61  -2.01  0.01
N  4.40  -0.97  -0.08
C  -3.78  -1.66  -0.17
N  -2.71  2.14  0.30
H  5.45  -1.24  -0.13
H  0.53  -1.10  -1.51
N  2.61  0.52  0.34
H  -0.84  3.00  0.45
C  -4.81  -0.75  -0.36

Properties
Total charge   +2
Orbital gap (spin up / spin down)   0.204 / 0.241 Eh
Multiplicity   1
Energy above the lowest of the compared OMol25 structures with the same formula, charge and spin   128.2 kcal per mole
DFT total energy   -18446.8804 eV
LUMO level (spin up / spin down)   -9.53 / -8.95 eV
Largest force on an atom   5.9 eV/A

These are the natural (NBO) partial charges, in e, on atoms 1 to 8:
1. C -0.0708
2. H 0.2573
3. C 0.5401
4. H 0.4511
5. C 0.2617
6. N -0.7263
7. N -0.3316
8. H 0.2715

[6]
Computed, not measured: a single C5H8N2S molecule, with ωB97M-V/def2-TZVPD.

Geometry (Å):
N  1.42  -1.51  0.35
C  -0.41  0.03  0.25
H  -2.36  0.69  -1.07
H  -1.09  2.09  0.73
C  0.28  -1.24  0.80
H  0.60  0.56  -1.89
H  -0.17  -1.89  1.54
S  -2.09  -0.39  -0.32
H  0.99  2.64  -0.67
H  2.42  -0.90  -1.30
C  0.99  1.77  -0.01
C  -0.23  1.42  0.90
C  0.78  0.42  -0.81
H  1.96  1.76  0.51
H  -0.01  1.40  1.97
N  1.81  -0.56  -0.57

Properties
SMILES   S[C@@]12C=NN[C@@H]1CC2
Orbital gap   0.341 Eh
Multiplicity   1
Energy above the lowest of the compared OMol25 structures with the same formula, charge and spin   53.5 kcal per mole
DFT total energy   -19128.1002 eV
LUMO level   0.83 eV
Largest force on an atom   2.2 eV/A

These are the natural (NBO) partial charges, in e, on atoms 1 to 8:
1. N -0.1830
2. C -0.2036
3. H 0.1233
4. H 0.2178
5. C -0.0195
6. H 0.2076
7. H 0.2060
8. S -0.0174

[7]
Computed, not measured: a molecular structure, C24H22FeO, with ωB97M-V/def2-TZVPD.

Geometry (Å):
H  -2.07  1.01  0.68
H  0.24  -1.05  -6.46
C  -2.72  -3.84  0.31
H  2.42  3.70  1.95
H  -2.45  -0.76  -1.10
C  0.02  0.21  -4.73
C  2.48  0.43  1.02
C  -0.09  1.69  -2.80
C  -1.47  0.20  1.10
C  -0.63  0.63  2.25
C  -2.40  -3.51  1.63
H  0.67  0.63  -6.77
C  0.35  -0.86  -3.86
C  -1.98  -1.17  0.99
H  3.58  2.03  3.81
C  2.11  1.81  0.75
C  -2.41  -1.53  -0.32
C  -0.49  1.97  2.79
H  -1.70  -2.02  3.00
C  0.69  0.56  4.23
C  3.14  1.74  2.86
H  -2.42  -4.30  2.40
C  0.00  0.57  -1.88
H  2.42  -0.40  0.31
H  -2.88  -4.88  0.05
H  -2.82  -3.06  -1.73
H  -1.02  0.18  -6.64
C  -2.00  -2.22  1.97
H  -0.56  2.27  -4.86
H  0.90  -1.42  -1.85
C  0.12  -0.24  3.15
C  3.12  0.38  2.33
H  1.23  0.17  5.10
C  2.51  2.61  1.89
C  0.50  -0.64  -2.50
C  0.30  1.94  3.99
H  0.10  -1.33  3.12
H  0.50  2.78  4.66
Fe  1.31  1.15  2.45
C  -2.68  -2.84  -0.67
O  -0.38  0.59  -0.64
H  0.50  -1.87  -4.27
H  3.59  -0.49  2.77
C  -0.02  -0.01  -6.22
H  -1.02  2.85  2.44
H  -0.10  2.69  -2.36
H  1.73  2.20  -0.20
C  -0.24  1.47  -4.17

Properties
Total charge   -2
Orbital gap (spin up / spin down)   0.067 / 0.259 Eh
Multiplicity   5
DFT total energy   -61671.1138 eV
LUMO level (spin up / spin down)   4.86 / 4.32 eV
Largest force on an atom   4.6 eV/A

These are the natural (NBO) partial charges, in e, on atoms 1 to 8:
1. H 0.2041
2. H 0.1974
3. C -0.2729
4. H 0.2210
5. H 0.2224
6. C 0.0871
7. C -0.2689
8. C -0.2932

[8]
Computed, not measured: a single C3H3N5 molecule, with ωB97M-V/def2-TZVPD.

Geometry (Å):
C  1.10  0.49  -1.00
N  -1.13  -0.23  -0.83
C  -1.08  0.02  0.45
C  -0.04  -0.88  1.16
N  1.29  -0.88  0.85
H  -2.17  1.71  0.43
N  -0.12  0.04  -1.53
N  1.71  0.08  -0.05
N  -1.57  1.14  0.98
H  1.49  1.12  -1.81
H  -0.48  -1.62  1.78

Properties
SMILES   [H]/N=c1/cnncnn1
Orbital gap   0.323 Eh
Multiplicity   1
Energy above the lowest of the compared OMol25 structures with the same formula, charge and spin   99.4 kcal per mole
DFT total energy   -10604.5551 eV
LUMO level   -1.00 eV
Largest force on an atom   8.1 eV/A

These are the natural (NBO) partial charges, in e, on atoms 1 to 8:
1. C 0.1716
2. N -0.1346
3. C 0.3048
4. C 0.0494
5. N -0.1836
6. H 0.3564
7. N -0.1390
8. N -0.2416

Please write out number 4 again, unchanged.
Computed, not measured: a molecular structure, C7H13BrN2O7S2, with ωB97M-V/def2-TZVPD.

Geometry (Å):
O  3.02  0.48  0.87
H  1.48  2.50  0.66
O  0.67  1.45  -2.66
H  2.23  3.73  -2.07
C  2.32  -1.87  0.00
O  2.46  -2.27  2.36
O  0.72  0.24  0.10
O  2.99  1.63  -3.50
H  1.33  -2.32  0.02
N  2.57  0.16  -1.60
H  -4.23  -1.08  -1.70
H  -2.61  0.78  2.32
C  2.36  2.91  -1.37
C  -4.04  -1.49  -0.71
Br  4.87  -2.69  1.12
O  -2.09  -2.15  1.40
H  -4.10  -0.13  2.61
C  -2.66  -1.12  1.37
N  -3.03  -0.61  -0.03
C  2.99  -2.23  1.30
S  2.09  1.46  -2.40
H  -2.58  -0.63  3.40
S  2.12  -0.08  -0.12
H  3.39  2.90  -1.01
H  -3.32  0.36  -0.02
C  1.39  3.14  -0.23
H  -3.62  -2.49  -0.77
H  -2.14  -0.69  -0.55
C  -3.02  -0.21  2.50
H  2.86  -2.22  -0.88
O  0.55  4.01  -0.27
H  -4.95  -1.48  -0.12

Properties
Orbital gap   0.264 Eh
Multiplicity   1
DFT total energy   -116492.1256 eV
LUMO level   -1.42 eV
Largest force on an atom   0.7 eV/A

These are the natural (NBO) partial charges, in e, on atoms 1 to 8:
1. O -0.9687
2. H 0.1420
3. O -0.9808
4. H 0.2597
5. C -0.7904
6. O -0.4934
7. O -1.0258
8. O -0.9473